DFT (ωB97M-V/def2-TZVPD) results for a cluster of 12 separate species, C36H96O36S12 in total at a distorted geometry.

Calculated values
total energy: -8915.6095 Eh
ΔE to the lowest compared entry with this formula, charge and spin: 293.7 kcal/mol
LUMO energy: 0.274 eV
net charge: 0
SMILES: CCOS(C)(=O)=O.CCOS(C)(=O)=O.CCOS(C)(=O)=O.CCOS(C)(=O)=O.CCOS(C)(=O)=O.CCOS(C)(=O)=O.CCOS(C)(=O)=O.CCOS(C)(=O)=O.CCOS(C)(=O)=O.CCOS(C)(=O)=O.CCOS(C)(=O)=O.CCOS(C)(=O)=O
molecular weight: 1489.93 g mol⁻¹

Last column: Löwdin charge in e.
Geometry (Å):
O 0.2465 7.8047 -0.5885  -0.310
S -0.9536 8.6216 -0.3228  0.642
O -2.0530 8.1726 0.4778  -0.289
O -0.6856 10.1237 0.2078  -0.285
C 0.7168 10.5121 0.3265  -0.194
C 1.1771 11.0033 -1.1516  -0.048
C -1.6596 9.0252 -2.0031  -0.091
H 1.3859 9.6986 0.6072  0.102
H 0.8013 11.4119 0.9358  0.112
H 2.1157 10.4897 -1.3595  0.070
H 1.3736 12.0745 -1.1952  0.061
H 0.3876 10.8523 -1.8879  0.053
H -1.8707 10.0941 -1.9714  0.056
H -2.5756 8.4345 -1.9965  0.060
H -0.8856 8.7615 -2.7237  0.063
O 9.5592 -7.0227 2.8155  -0.313
S 8.4609 -7.9078 2.3918  0.661
O 8.4878 -9.3229 2.7581  -0.303
O 7.0212 -7.2588 2.8769  -0.299
C 6.7496 -5.8281 2.5449  -0.208
C 5.9533 -5.2235 3.7867  -0.059
C 8.1570 -7.8479 0.5784  -0.106
H 6.0544 -5.7902 1.7062  0.110
H 7.6360 -5.2162 2.3778  0.110
H 6.5608 -5.1105 4.6847  0.071
H 5.2073 -5.9521 4.1041  0.068
H 5.4380 -4.2887 3.5658  0.072
H 8.8761 -8.5344 0.1315  0.067
H 8.2247 -6.8009 0.2829  0.063
H 7.1584 -8.2718 0.4732  0.068
O -1.3509 -8.4626 3.2763  -0.304
S -0.0715 -9.1393 3.5696  0.715
O 0.8014 -8.9424 4.7565  -0.330
O -0.4135 -10.7722 3.4237  -0.295
C 0.5232 -11.8348 3.6692  -0.264
C -0.1881 -13.1847 3.6730  -0.061
C 1.0708 -8.8486 2.1454  -0.116
H 0.8716 -11.6954 4.6925  0.116
H 1.2801 -11.6890 2.8985  0.112
H -0.5877 -13.4300 4.6570  0.078
H 0.6094 -13.9014 3.4772  0.078
H -0.9815 -13.2769 2.9313  0.081
H 1.3416 -7.7930 2.1288  0.067
H 0.5803 -9.1556 1.2217  0.067
H 1.9835 -9.4302 2.2748  0.057
O -11.0606 -4.0056 3.3771  -0.295
S -10.2456 -4.6320 4.4229  0.719
O -9.7353 -6.0443 4.3662  -0.321
O -8.8666 -3.7038 4.7219  -0.292
C -8.1436 -3.9183 5.9151  -0.281
C -6.7283 -3.3406 5.5597  -0.061
C -11.1168 -4.3904 5.9772  -0.134
H -8.1477 -4.9852 6.1384  0.115
H -8.5387 -3.3351 6.7469  0.109
H -6.5487 -2.3385 5.1704  0.071
H -6.3848 -3.9135 4.6984  0.078
H -6.0301 -3.2692 6.3936  0.072
H -11.3389 -3.3364 6.1438  0.078
H -10.6380 -4.8949 6.8165  0.072
H -12.0765 -4.8543 5.7493  0.068
O -11.0976 7.9701 6.9179  -0.306
S -9.9718 8.8935 6.8614  0.691
O -9.2505 9.4497 8.0153  -0.298
O -8.8345 8.1800 5.8126  -0.313
C -8.4146 6.8033 5.8552  -0.193
C -8.1503 6.1914 7.3603  -0.059
C -10.3706 10.2429 5.7601  -0.124
H -7.5732 6.5876 5.1967  0.115
H -9.4058 6.3939 5.6604  0.097
H -9.0397 6.5043 7.9073  0.044
H -7.2830 6.4605 7.9632  0.063
H -8.0604 5.1075 7.4325  0.062
H -10.5337 9.8948 4.7402  0.073
H -9.4756 10.8566 5.8621  0.071
H -11.3250 10.7174 5.9883  0.077
O 7.8574 -2.8314 -2.0618  -0.265
S 8.9250 -2.1302 -2.6677  0.612
O 9.0038 -0.6697 -2.5516  -0.296
O 10.1689 -2.7291 -1.8783  -0.252
C 11.4753 -2.6753 -2.3057  -0.310
C 12.3596 -3.2316 -1.1524  -0.057
C 9.2887 -2.7179 -4.3710  -0.099
H 11.8604 -1.6750 -2.5039  0.124
H 11.7241 -3.2480 -3.1992  0.109
H 13.4107 -3.3283 -1.4243  0.075
H 11.9824 -4.1896 -0.7947  0.077
H 12.4411 -2.6127 -0.2588  0.075
H 8.6105 -2.2349 -5.0745  0.073
H 9.2087 -3.8026 -4.2987  0.075
H 10.2926 -2.4270 -4.6803  0.058
O -10.7227 0.4713 -1.2702  -0.315
S -10.3428 1.7261 -0.5856  0.688
O -9.0326 2.3800 -0.9090  -0.307
O -11.5301 2.8153 -0.9604  -0.289
C -12.8691 2.3674 -0.9851  -0.261
C -13.6493 3.3608 0.0037  -0.051
C -10.6342 1.5808 1.1539  -0.113
H -13.0103 1.3196 -0.7202  0.103
H -13.3333 2.4381 -1.9688  0.115
H -13.9380 4.2598 -0.5408  0.070
H -12.9902 3.8795 0.7000  0.059
H -14.3205 2.8214 0.6719  0.070
H -9.8273 0.8883 1.3934  0.078
H -11.6328 1.1587 1.2664  0.075
H -10.5262 2.6244 1.4494  0.078
O 13.6930 -0.1225 4.7841  -0.288
S 13.0514 0.9367 5.5120  0.709
O 13.1886 2.3679 5.1358  -0.317
O 11.3786 0.5873 5.4665  -0.255
C 10.7332 0.8752 4.2557  -0.326
C 9.2071 0.6932 4.3284  -0.074
C 13.3149 0.6526 7.3030  -0.103
H 11.0333 0.3109 3.3728  0.116
H 10.7501 1.8892 3.8561  0.113
H 8.8495 0.5302 3.3117  0.074
H 8.6730 1.6171 4.5503  0.071
H 8.8837 -0.1609 4.9234  0.077
H 14.3414 0.3665 7.5326  0.072
H 12.6206 -0.1637 7.5019  0.062
H 12.9967 1.4856 7.9299  0.070
O 2.8097 7.0983 -5.7636  -0.300
S 4.1036 7.5149 -6.3182  0.652
O 4.3529 7.5191 -7.7396  -0.283
O 4.2848 9.0008 -5.6651  -0.240
C 5.2265 9.7248 -6.3616  -0.336
C 5.1698 11.1895 -5.8267  -0.045
C 5.3700 6.5978 -5.4647  -0.114
H 5.1579 9.5547 -7.4361  0.111
H 6.2231 9.4122 -6.0501  0.107
H 4.1162 11.4555 -5.9112  0.077
H 5.8419 11.8181 -6.4109  0.077
H 5.4736 11.2065 -4.7800  0.076
H 6.3260 7.1197 -5.4230  0.068
H 5.5533 5.6897 -6.0390  0.075
H 4.9388 6.3294 -4.5002  0.075
O -4.9953 -6.1409 -4.3371  -0.305
S -5.8965 -4.9874 -4.3124  0.678
O -7.1160 -4.7961 -5.0942  -0.308
O -6.4582 -4.9376 -2.7598  -0.314
C -7.6246 -5.6686 -2.3653  -0.240
C -6.9899 -6.9415 -1.7777  -0.072
C -4.8438 -3.5042 -4.3946  -0.103
H -8.3443 -5.6707 -3.1839  0.114
H -8.0353 -5.1238 -1.5153  0.115
H -7.7048 -7.3502 -1.0635  0.070
H -5.9891 -6.8256 -1.3616  0.086
H -6.9458 -7.6971 -2.5621  0.071
H -4.3286 -3.7825 -5.3140  0.060
H -4.1327 -3.4237 -3.5724  0.077
H -5.4421 -2.6202 -4.6149  0.071
O 1.0377 -0.8479 0.8118  -0.302
S 0.6386 -0.1748 -0.4149  0.708
O 0.7975 -0.8274 -1.7053  -0.303
O -1.0539 0.2798 -0.2861  -0.290
C -1.7407 0.2123 0.9774  -0.247
C -1.9892 1.7315 1.4573  -0.049
C 1.3044 1.5012 -0.6412  -0.106
H -1.1008 -0.3147 1.6853  0.090
H -2.6377 -0.4066 0.9991  0.109
H -2.5556 2.3600 0.7701  0.073
H -1.0019 2.1380 1.6767  0.053
H -2.4250 1.7264 2.4564  0.063
H 2.3899 1.5333 -0.5474  0.075
H 0.8767 2.0367 0.2064  0.048
H 0.8842 1.9111 -1.5596  0.077
O 2.1970 -2.0746 -8.7481  -0.303
S 2.5627 -0.6938 -9.0109  0.693
O 3.6165 0.0523 -8.3330  -0.301
O 2.7705 -0.5846 -10.6415  -0.260
C 2.6011 -1.7558 -11.3670  -0.325
C 3.3305 -1.7469 -12.6936  -0.065
C 0.9803 0.4069 -8.9524  -0.074
H 1.5401 -2.0007 -11.4167  0.126
H 3.0887 -2.5875 -10.8584  0.107
H 4.1575 -1.0429 -12.7859  0.082
H 2.8007 -1.3575 -13.5630  0.070
H 3.6188 -2.7857 -12.8543  0.080
H 0.7260 0.6695 -7.9255  0.057
H 0.2667 -0.3415 -9.2968  0.051
H 1.1052 1.3298 -9.5187  0.063